{"formula": "C60H48BrN3OP2STe2Tl", "method": "the ωB97M-V functional and the def2-TZVPD basis", "orbital_gap_ev": 5.9, "fmax_ev_per_a": 1.7, "total_charge": -1, "multiplicity": 1, "relative_energy_kcal_mol": 20.11, "species": ["Tl", "O", "N", "C", "C", "C", "C", "C", "S", "H", "H", "H", "H", "Te", "C", "C", "C", "N", "C", "C", "C", "P", "C", "C", "C", "C", "C", "C", "C", "C", "C", "C", "C", "C", "P", "C", "C", "C", "C", "C", "C", "C", "C", "C", "C", "C", "C", "H", "H", "H", "H", "H", "H", "H", "H", "H", "H", "H", "H", "H", "H", "H", "H", "H", "H", "H", "H", "H", "H", "H", "H", "Br", "C", "C", "C", "C", "C", "N", "H", "H", "H", "H", "Te", "C", "C", "C", "C", "C", "C", "H", "H", "H", "H", "H", "C", "C", "C", "C", "C", "C", "C", "C", "C", "C", "C", "C", "C", "C", "H", "H", "H", "H", "H", "H", "H", "H", "H", "H", "H"], "xyz": [[0.1688, -1.5098, 0.2071], [-0.8370, -0.9634, 2.4576], [-1.5194, -1.9103, 3.0267], [-1.5117, -1.9563, 4.3747], [-2.2014, -2.9000, 5.0872], [-2.9242, -3.8680, 4.3931], [-2.9238, -3.8257, 3.0193], [-2.2256, -2.8363, 2.3082], [-2.2852, -2.8113, 0.5967], [-0.9353, -1.1690, 4.8364], [-2.1692, -2.8835, 6.1667], [-3.4732, -4.6381, 4.9185], [-3.4618, -4.5574, 2.4350], [-1.4309, 3.1563, -1.9315], [-1.3202, 5.1137, -1.1190], [-1.9183, 5.4228, 0.0973], [-1.8509, 6.7246, 0.5638], [-1.2248, 7.7123, -0.0761], [-0.6334, 7.4025, -1.2255], [-0.6585, 6.1370, -1.7900], [-1.2565, 2.2774, 0.0305], [-2.4926, 0.9491, 0.2597], [-3.1611, 1.2598, 1.9525], [-2.6248, 2.1970, 2.8245], [-3.1279, 2.3334, 4.1114], [-4.1901, 1.5463, 4.5304], [-4.7652, 0.6399, 3.6494], [-4.2551, 0.4986, 2.3691], [-3.9948, 1.5852, -0.6031], [-4.4104, 0.9553, -1.7727], [-5.5384, 1.3879, -2.4532], [-6.2736, 2.4542, -1.9595], [-5.8686, 3.0917, -0.7949], [-4.7364, 2.6620, -0.1212], [0.3699, 1.4458, 0.1767], [0.8722, 1.9060, 1.8811], [1.5404, 0.9833, 2.6791], [1.8972, 1.3062, 3.9805], [1.6094, 2.5647, 4.4847], [0.9577, 3.4985, 3.6888], [0.5792, 3.1672, 2.3980], [1.5190, 2.4497, -0.8531], [1.8369, 1.9317, -2.1101], [2.6568, 2.6258, -2.9808], [3.1487, 3.8732, -2.6216], [2.8343, 4.3983, -1.3790], [2.0440, 3.6836, -0.4892], [-2.4249, 4.6513, 0.6642], [-2.3294, 7.0086, 1.4960], [-0.1115, 8.2168, -1.7187], [-0.1586, 5.9477, -2.7319], [-1.8019, 2.8109, 2.4919], [-2.6817, 3.0561, 4.7854], [-4.5753, 1.6435, 5.5386], [-5.6043, 0.0327, 3.9685], [-4.6945, -0.2163, 1.6826], [-3.8448, 0.1080, -2.1402], [-5.8479, 0.8896, -3.3640], [-7.1637, 2.7888, -2.4778], [-6.4425, 3.9251, -0.4076], [-4.4328, 3.1589, 0.7915], [1.7695, -0.0012, 2.2860], [2.3968, 0.5719, 4.6002], [1.8817, 2.8206, 5.5016], [0.7368, 4.4848, 4.0794], [0.0364, 3.8787, 1.7853], [1.4486, 0.9618, -2.3963], [2.9120, 2.1958, -3.9415], [3.7754, 4.4327, -3.3047], [3.2052, 5.3753, -1.0941], [1.8462, 4.0932, 0.4904], [-0.7788, -4.5018, -2.3038], [-1.0847, -2.8058, -3.0625], [-1.5153, -2.7087, -4.3795], [-1.7072, -1.4428, -4.9066], [-1.4574, -0.3351, -4.1087], [-1.0496, -0.5490, -2.8046], [-0.8643, -1.7616, -2.2879], [-1.6896, -3.6030, -4.9589], [-2.0554, -1.3300, -5.9250], [-1.5840, 0.6726, -4.4791], [-0.8657, 0.2758, -2.1256], [1.5549, -3.3575, 2.1132], [1.2036, -5.2659, 1.2374], [-0.0779, -5.7018, 0.9219], [-0.2781, -6.9282, 0.3028], [0.7992, -7.7565, 0.0265], [2.0771, -7.3542, 0.3876], [2.2767, -6.1161, 0.9782], [-0.9292, -5.0683, 1.1243], [-1.2802, -7.2295, 0.0209], [0.6479, -8.7084, -0.4675], [2.9238, -8.0051, 0.2021], [3.2793, -5.7988, 1.2398], [7.1114, 0.6128, -1.0703], [6.4978, -0.2199, -1.9959], [5.1684, -0.5787, -1.8472], [4.4174, -0.1007, -0.7720], [5.0384, 0.7570, 0.1393], [6.3726, 1.0989, -0.0009], [3.0052, -0.4425, -0.5565], [2.2684, -1.4085, -1.0735], [2.5715, -2.5539, -1.8922], [2.1181, -2.6412, -3.2169], [2.3457, -3.7774, -3.9715], [3.0100, -4.8647, -3.4215], [3.4593, -4.7950, -2.1098], [3.2528, -3.6558, -1.3531], [8.1542, 0.8831, -1.1793], [7.0654, -0.5960, -2.8383], [4.6989, -1.2298, -2.5731], [4.4673, 1.1530, 0.9720], [6.8374, 1.7489, 0.7304], [2.5192, 0.2522, 0.1309], [1.5896, -1.7962, -3.6449], [1.9939, -3.8187, -4.9958], [3.1634, -5.7638, -4.0042], [3.9819, -5.6372, -1.6741], [3.6179, -3.5936, -0.3358]], "forces_ev_per_a": [[0.44, -0.47, 0.09], [0.06, 0.44, -0.40], [-0.27, -0.26, 0.01], [0.04, 0.08, 0.37], [-0.04, -0.06, -0.04], [-0.01, 0.06, -0.14], [0.06, 0.01, 0.27], [-0.01, -0.09, -0.12], [0.59, 0.53, -0.31], [0.05, 0.01, -0.10], [0.04, 0.05, 0.00], [0.00, 0.00, 0.00], [0.00, -0.01, -0.02], [-0.16, 0.38, 0.98], [0.03, 0.05, -0.30], [-0.03, -0.08, -0.02], [0.02, 0.06, -0.02], [0.06, 0.12, 0.08], [-0.03, 0.06, -0.02], [-0.08, -0.08, 0.00], [0.40, -0.75, -1.44], [-0.26, 0.44, 0.17], [0.02, -0.15, -0.02], [0.01, -0.14, 0.01], [-0.04, 0.01, 0.04], [0.00, 0.12, 0.11], [-0.02, -0.09, -0.04], [0.20, -0.07, 0.10], [0.02, -0.11, -0.05], [0.00, -0.03, 0.13], [-0.04, 0.00, -0.04], [-0.03, 0.04, -0.08], [0.02, 0.06, 0.05], [-0.08, -0.03, -0.13], [-0.80, 0.88, 0.55], [0.21, -0.12, -0.06], [-0.05, 0.10, -0.04], [0.08, -0.03, 0.06], [-0.01, 0.01, 0.04], [-0.02, 0.05, 0.00], [0.11, -0.01, 0.09], [0.18, -0.42, -0.09], [0.09, 0.02, 0.03], [-0.01, -0.01, -0.06], [-0.03, 0.02, 0.02], [0.03, 0.10, 0.00], [-0.02, -0.12, 0.08], [0.02, -0.01, 0.03], [-0.02, -0.11, 0.03], [0.01, -0.03, -0.06], [0.04, 0.02, 0.00], [0.02, 0.00, -0.03], [-0.02, -0.01, 0.01], [-0.01, 0.00, -0.01], [0.00, 0.00, -0.01], [-0.01, -0.07, 0.00], [0.02, -0.05, -0.04], [-0.01, -0.02, 0.01], [0.00, 0.00, -0.02], [0.01, 0.01, 0.00], [0.00, 0.00, 0.02], [-0.01, -0.04, 0.07], [0.00, -0.01, -0.01], [0.02, -0.02, 0.00], [-0.02, -0.01, 0.00], [-0.03, -0.03, -0.01], [0.02, 0.01, -0.02], [-0.02, 0.00, -0.01], [0.02, -0.01, 0.00], [0.03, -0.01, 0.02], [-0.04, 0.05, 0.00], [0.03, -0.08, 0.07], [-0.05, 0.05, 0.00], [-0.02, 0.01, -0.02], [0.03, -0.09, 0.10], [-0.02, 0.04, -0.02], [-0.02, 0.10, -0.08], [-0.12, -0.17, -0.13], [0.00, -0.01, 0.00], [0.04, 0.03, -0.02], [-0.03, 0.03, 0.03], [0.01, 0.08, -0.01], [-0.10, -0.20, 0.01], [0.16, 0.21, 0.13], [-0.12, -0.01, -0.07], [0.05, -0.02, -0.04], [0.01, -0.09, -0.04], [0.02, -0.04, 0.01], [0.06, 0.02, 0.03], [-0.02, 0.07, -0.01], [-0.03, 0.00, 0.04], [-0.02, -0.02, 0.02], [0.01, 0.02, -0.03], [0.01, 0.00, -0.03], [-0.03, 0.02, 0.05], [0.07, -0.03, -0.02], [-0.07, -0.01, -0.03], [0.23, 0.03, -0.05], [-0.03, -0.05, -0.04], [0.07, 0.06, 0.02], [-0.03, -0.02, -0.07], [-1.07, 0.15, 0.92], [0.05, -0.37, -0.33], [0.11, 0.16, 0.11], [0.04, 0.00, -0.11], [-0.03, -0.04, 0.03], [0.05, -0.05, -0.08], [0.01, 0.18, 0.00], [0.00, 0.00, -0.02], [-0.02, -0.02, -0.02], [0.02, -0.01, -0.01], [-0.05, -0.02, -0.01], [0.00, 0.02, -0.02], [0.08, -0.09, 0.04], [0.00, -0.01, -0.02], [-0.02, -0.01, -0.01], [0.02, 0.00, -0.02], [-0.02, -0.02, 0.03], [-0.07, -0.01, 0.03]]}